1 | Entry from the Open Molecules 2025 dataset: a molecular structure, C20H29Cl2F4N3OS3Sc (ωB97M-V with the def2-TZVPD basis set).

Cartesian coordinates (Å):
Sc1 -0.1188 -0.6017 0.1560
Cl1 1.3537 -2.8876 0.5333
Cl2 -0.8909 -3.2639 -1.2799
S1 0.9436 -0.4780 -2.5087
S2 2.3212 2.9580 -2.6701
S3 -0.8526 2.2994 -1.8278
F1 -3.6092 -3.0090 2.7521
F2 -4.2453 1.1364 4.9036
F3 -2.1232 2.1480 3.6779
F4 -1.4050 -1.9912 1.5103
O1 -4.1276 0.1997 -1.1536
N1 1.9557 0.3800 0.9689
N2 -1.8523 -0.3380 -0.8056
N3 -0.5854 0.4370 1.8293
C1 0.4661 -4.0614 -0.5074
C2 -0.4835 -0.0103 -3.5169
C3 -0.3532 3.9169 -2.4351
C4 3.8848 -0.6287 -0.3462
C5 2.3814 -0.2488 2.2529
C6 -3.2706 -1.7418 2.9958
C7 2.2188 1.6643 -3.9318
C8 -2.4598 0.8715 3.4333
C9 -4.0025 -0.9577 3.8716
C10 -2.1710 -1.2090 2.3691
C11 1.3471 1.7173 1.1956
C12 3.4118 0.5162 3.0702
C13 -3.5722 0.3407 4.0733
C14 0.1438 1.6567 2.1267
C15 -1.7080 0.0948 2.5461
C16 -1.1047 1.3945 -3.3786
C17 3.1128 0.6067 0.0663
C18 0.9926 4.0745 -3.1485
C19 -3.0073 -0.0619 -0.9603
C20 2.3522 0.2450 -3.4028
H1 1.0579 2.0885 0.2090
H2 4.3376 -1.1505 0.4956
H3 -4.8746 -1.3406 4.3771
H4 3.0669 1.5084 3.3516
H5 1.3774 5.0730 -2.9331
H6 2.7838 -1.2339 2.0129
H7 0.8720 4.0326 -4.2324
H8 1.2932 1.7768 -4.4888
H9 3.0283 1.8074 -4.6507
H10 1.4793 -0.4113 2.8466
H11 -1.2294 -0.7630 -3.2689
H12 -0.2025 -0.1822 -4.5586
H13 3.7947 1.3207 0.5449
H14 4.7025 -0.3251 -0.9998
H15 -0.3733 4.5436 -1.5413
H16 2.7132 1.1207 -0.8080
H17 3.2111 0.1422 -2.7400
H18 3.2696 -1.3429 -0.8953
H19 3.5926 -0.0313 3.9935
H20 2.5331 -0.4242 -4.2468
H21 0.1122 -4.8547 0.1434
H22 -0.7474 2.0400 -4.1791
H23 -0.4657 2.5473 1.9370
H24 1.1716 -4.4109 -1.2551
H25 -1.1476 4.2982 -3.0798
H26 0.4521 1.7028 3.1775
H27 2.0926 2.4210 1.5848
H28 -2.1800 1.2848 -3.5326
H29 4.3675 0.6153 2.5605

Properties
**Spin multiplicity**: 1
**E_HOMO**: -0.3951 hartree
**Gap between HOMO and LUMO**: 8.0 eV
**Net charge**: +1
**Molecular weight**: 615.53 g/mol
**Lowest unoccupied orbital energy**: -2.731 eV

---

2 | Entry from the Open Molecules 2025 dataset: a molecular structure, C20H29Cl2F4N3OS3Sc (ωB97M-V with the def2-TZVPD basis set).

Cartesian coordinates (Å):
Sc1 -1.0631 0.7145 0.2036
Cl1 -3.3362 -0.2901 1.2365
Cl2 -2.6398 -0.8902 -1.4672
S1 2.3393 -4.3220 -3.1538
S2 1.8569 -1.4140 -1.0232
S3 0.1191 -1.0265 -3.8533
F1 -4.0597 4.6736 -0.3215
F2 0.8521 4.8487 2.0071
F3 -0.4807 7.0857 1.5290
F4 -2.7131 2.3543 0.1467
O1 -1.0340 2.9302 -3.3839
N1 -0.3914 2.2630 1.3253
N2 -0.0043 -0.2639 2.1043
N3 -0.6408 1.4328 -1.5853
C1 -2.3048 5.9528 0.6024
C2 0.6807 -3.7970 -3.7210
C3 -0.8511 2.2013 -2.4903
C4 -0.9060 3.5095 1.1118
C5 -2.8595 4.7386 0.2530
C6 0.8555 2.0869 2.0620
C7 0.6717 -2.5755 -4.6507
C8 2.6367 -0.8571 -2.5781
C9 2.8106 -2.9449 -0.7095
C10 -3.9350 -1.0314 -0.2618
C11 -0.8065 -0.0078 3.3389
C12 1.6735 -0.1413 -3.5094
C13 2.2375 -4.2132 -1.3330
C14 -2.1659 3.5818 0.5033
C15 0.4066 -1.6958 2.0782
C16 -0.0344 0.0243 4.6553
C17 1.2084 0.5995 2.0530
C18 -1.0532 5.9343 1.1910
C19 -0.3619 4.7620 1.4411
C20 -0.5732 -2.5804 1.3168
H1 -2.8197 6.8835 0.4168
H2 3.4700 -0.2028 -2.3174
H3 -1.3348 0.9384 3.2145
H4 -1.5529 -2.5959 1.7949
H5 -0.2047 -3.6065 1.2941
H6 1.6410 -2.4026 -5.1174
H7 1.7201 0.3642 1.1169
H8 1.6801 2.6342 1.6070
H9 0.5167 -0.8980 4.8402
H10 -0.0569 -2.7415 -5.4429
H11 -4.8039 -0.4818 -0.6036
H12 3.0241 -1.7513 -3.0542
H13 0.0723 -3.6026 -2.8399
H14 1.8880 0.3652 2.8747
H15 -0.7558 0.1432 5.4630
H16 1.3531 0.8051 -3.0822
H17 -4.1612 -2.0747 -0.0776
H18 1.1997 -4.3674 -1.0394
H19 2.8221 -3.0619 0.3762
H20 0.5102 -2.0657 3.0996
H21 -0.6644 -2.2425 0.2811
H22 -1.5536 -0.8020 3.3993
H23 3.8317 -2.7658 -1.0433
H24 2.1679 0.0535 -4.4605
H25 0.6600 0.8601 4.7106
H26 2.8194 -5.0646 -0.9766
H27 1.3865 -1.7624 1.6090
H28 0.7392 2.4604 3.0838
H29 0.2716 -4.6606 -4.2441

Properties
**Spin multiplicity**: 1
**E_HOMO**: -0.3985 hartree
**Gap between HOMO and LUMO**: 7.8 eV
**Net charge**: +1
**Molecular weight**: 615.53 g/mol
**Lowest unoccupied orbital energy**: -3.021 eV

---

Most stable structure: 1

---

1 | Entry from the Open Molecules 2025 dataset: 10 unconnected molecules or ions with the total composition H19O10 (ωB97M-V with the def2-TZVPD basis set).

Cartesian coordinates (Å):
O1 0.7511 -1.2321 -0.0129
O2 -1.2428 0.1155 -1.1951
O3 -0.5085 1.5152 1.2395
O4 0.4856 0.3444 -2.9486
O5 -2.4835 -2.0851 2.0937
O6 3.4475 0.8679 -1.8258
O7 0.6473 2.4949 3.3915
O8 -3.6090 1.8864 -0.4466
O9 1.0340 -1.1959 4.0902
O10 1.2682 -2.1383 -2.9867
H1 0.4694 2.3853 2.4408
H2 -1.8679 0.0510 -1.9173
H3 -0.3609 0.2643 -1.8828
H4 -2.8625 1.9538 0.1662
H5 -0.1215 -0.8662 -0.2561
H6 0.7929 1.5683 3.5946
H7 -2.3122 -1.4390 1.4007
H8 0.2117 0.9858 -3.5690
H9 -3.0896 1.9525 -1.2394
H10 0.4510 -1.2972 3.3327
H11 1.3873 -1.9538 -3.9171
H12 2.5750 0.4825 -1.9701
H13 0.8731 -1.2726 -2.7003
H14 1.9357 -1.2790 3.7778
H15 1.2000 -1.3960 -0.8445
H16 -0.1608 0.7070 1.6167
H17 3.7759 0.1190 -1.3093
H18 -0.5752 1.2775 0.3017
H19 -2.1113 -2.8161 1.5755

Properties
**Spin multiplicity**: 1
**E_HOMO**: -0.2328 hartree
**Gap between HOMO and LUMO**: 9.3 eV
**Net charge**: -1
**Molecular weight**: 179.14 g/mol
**Lowest unoccupied orbital energy**: 2.978 eV

---

2 | Entry from the Open Molecules 2025 dataset: 10 unconnected molecules or ions with the total composition H19O10 (ωB97M-V with the def2-TZVPD basis set).

Cartesian coordinates (Å):
O1 1.5369 -0.4295 0.1390
O2 1.4319 2.4553 -1.5560
O3 -2.2876 1.6179 1.9341
O4 1.8088 -2.9935 -0.1115
O5 -1.6758 -3.3519 -0.2263
O6 -1.3707 -0.6063 0.4887
O7 -1.3893 1.6674 -0.8939
O8 -2.1952 0.9003 -3.3080
O9 0.7493 1.1276 1.6956
O10 3.9202 0.6795 1.9091
H1 -1.5902 1.1461 -2.5570
H2 1.2119 0.1979 1.2995
H3 -1.8202 -3.0423 0.6897
H4 1.1589 1.9439 -2.3440
H5 3.8804 -0.3397 1.7511
H6 -1.3807 1.7297 2.0441
H7 0.9556 1.7848 1.0248
H8 -1.6775 1.9549 0.0194
H9 -0.7952 -3.7539 -0.2585
H10 -1.7007 -1.3632 0.0070
H11 1.9515 -2.0089 0.3719
H12 0.8302 -3.0618 -0.1846
H13 1.4763 1.7571 -0.8554
H14 -3.0338 0.4523 -3.0071
H15 -2.4234 0.6946 1.5640
H16 3.0594 0.9857 1.6505
H17 1.1608 -0.6299 -0.7101
H18 -0.5201 -0.2193 0.2881
H19 -1.2717 0.7052 -0.8642

Properties
**Spin multiplicity**: 1
**E_HOMO**: -0.2221 hartree
**Gap between HOMO and LUMO**: 8.8 eV
**Net charge**: -1
**Molecular weight**: 179.14 g/mol
**Lowest unoccupied orbital energy**: 2.709 eV

---

Most stable structure: 1

---

1 | Entry from the Open Molecules 2025 dataset: a gas-phase ion, C3H3N4O6 (charge +1) (ωB97M-V with the def2-TZVPD basis set).

Cartesian coordinates (Å):
O1 1.1844 -2.7991 0.2604
O2 0.0878 -1.5401 2.2323
O3 0.5092 1.2415 -1.6470
O4 -0.8238 -2.7014 -0.4889
O5 0.9934 -0.8283 -2.5159
O6 0.2395 0.5074 3.0733
N1 0.0810 -0.3149 2.2039
N2 -0.3026 1.4290 0.5060
N3 0.2252 -2.3188 -0.1750
N4 0.5521 -0.2800 -1.5521
C1 -0.0165 0.1805 0.6872
C2 -0.5161 1.8197 -1.0003
C3 0.2424 -0.7589 -0.3582
H1 -1.5218 1.4793 -1.2754
H2 -0.3204 2.7908 -1.1518
H3 -0.6140 2.0933 1.2014

Properties
**Spin multiplicity**: 1
**E_HOMO (spin up / spin down)**: -0.5685 / -0.5685 hartree
**Gap between HOMO and LUMO (spin up / spin down)**: 8.2 / 8.2 eV
**Net charge**: +1
**Molecular weight**: 191.08 g/mol
**Lowest unoccupied orbital energy (spin up / spin down)**: -7.233 / -7.234 eV

---

2 | Entry from the Open Molecules 2025 dataset: a gas-phase ion, C3H3N4O6 (charge +1) (ωB97M-V with the def2-TZVPD basis set).

Cartesian coordinates (Å):
O1 -1.6878 -0.7664 -2.1145
O2 -0.2928 0.6152 -3.0982
O3 0.6174 -2.4845 -0.0658
O4 -2.1633 -0.2898 0.8063
O5 -0.8618 -1.2212 2.2382
O6 1.9328 -1.4533 1.2350
N1 -1.0851 -0.6443 1.2098
N2 0.3572 1.4816 -0.5493
N3 0.9904 -1.5260 0.5245
N4 -0.7294 -0.0147 -2.1610
C1 -0.0785 0.3278 -0.9719
C2 0.1571 -0.2759 0.3903
C3 0.6525 1.1176 0.8140
H1 0.0458 1.6887 1.4610
H2 1.6393 1.0859 1.1767
H3 0.5061 2.3592 -0.8952

Properties
**Spin multiplicity**: 1
**E_HOMO**: -0.6046 hartree
**Gap between HOMO and LUMO**: 8.3 eV
**Net charge**: +1
**Molecular weight**: 191.08 g/mol
**Lowest unoccupied orbital energy**: -8.120 eV

---

Most stable structure: 1

---

1 | Entry from the Open Molecules 2025 dataset: C21H25N3O3S in the gas phase (ωB97M-V with the def2-TZVPD basis set).

Cartesian coordinates (Å):
S1 -2.1745 0.8322 3.3853
O1 -3.4203 0.0628 -0.0892
O2 -0.0576 3.2162 0.4982
O3 2.0871 -3.3848 -0.8394
N1 -2.6152 2.0446 0.6432
N2 0.5648 -1.9416 -1.6445
N3 0.0674 -1.7107 1.3503
C1 -3.5822 0.5574 2.2541
C2 -0.9438 -0.1115 2.5487
C3 3.1363 0.2751 1.8674
C4 0.2438 -2.9264 0.6030
C5 1.0500 -2.7618 -0.6960
C6 2.5506 1.2966 2.6214
C7 -2.1060 2.5050 -0.6275
C8 1.3520 -1.7951 -2.8598
C9 2.3973 -0.7850 1.3905
C10 -1.8451 -2.0598 -2.2014
C11 1.2655 3.2839 0.2795
C12 1.0377 -0.8033 1.6811
C13 1.5748 2.7901 -0.9471
C14 -3.1942 0.8430 0.8133
C15 -0.7035 -1.2442 -1.5963
C16 1.2069 1.2875 2.9159
C17 -0.6185 2.6657 -0.6000
C18 0.4355 0.2299 2.4401
C19 0.3442 2.3870 -1.5234
C20 -1.1193 -1.2954 1.8911
C21 2.4242 -0.7227 -2.6960
H1 -1.7063 -2.1991 -3.2708
H2 -0.9565 -0.9781 -0.5730
H3 3.1740 2.1016 2.9826
H4 2.9570 -0.5821 -3.6326
H5 -2.3884 1.7677 -1.3825
H6 0.1928 1.9722 -2.4990
H7 2.5477 2.7198 -1.3876
H8 1.9801 0.2224 -2.3935
H9 0.6761 -1.5455 -3.6794
H10 0.7981 -3.6594 1.2035
H11 -3.9425 -0.4659 2.3506
H12 2.8577 -1.5778 0.8230
H13 1.8709 3.6936 1.0617
H14 -1.9054 -3.0407 -1.7362
H15 0.7485 2.0691 3.5032
H16 -2.0142 -1.8684 1.7421
H17 -0.7418 -3.3390 0.3737
H18 3.1338 -1.0296 -1.9328
H19 1.8290 -2.7556 -3.0705
H20 -2.7800 -1.5352 -2.0263
H21 4.1954 0.3169 1.6617
H22 -4.3621 1.2455 2.5814
H23 -2.5801 3.4654 -0.8731
H24 -2.3525 2.5771 1.4610
H25 -0.5892 -0.3097 -2.1496

Properties
**Spin multiplicity**: 1
**E_HOMO**: -0.2848 hartree
**Gap between HOMO and LUMO**: 8.3 eV
**Molecular weight**: 399.52 g/mol
**Lowest unoccupied orbital energy**: 0.582 eV

---

2 | Entry from the Open Molecules 2025 dataset: C21H25N3O3S in the gas phase (ωB97M-V with the def2-TZVPD basis set).

Cartesian coordinates (Å):
S1 1.8982 -3.9617 0.9293
O1 2.6545 1.3462 1.6295
O2 -0.3336 -3.1480 3.6176
O3 -1.7938 2.8357 -0.3588
N1 1.6940 -2.1768 3.7112
N2 -4.3383 1.5464 -4.2935
N3 -2.2695 1.1056 -1.7258
C1 -3.7450 2.2139 -3.3142
C2 -0.0319 1.3250 -0.8761
C3 1.9653 1.0984 0.4599
C4 -3.6357 1.5123 -1.9832
C5 0.8583 -3.1807 3.3669
C6 3.0750 -2.0218 3.3197
C7 0.2629 -3.4953 0.2999
C8 0.6588 1.5446 0.3098
C9 1.1428 0.1267 3.1446
C10 -3.2041 3.4845 -3.4896
C11 1.1267 -0.9479 4.2311
C12 0.6047 0.6824 -1.9333
C13 -4.4319 2.1202 -5.4809
C14 3.1911 -0.9777 2.2074
C15 2.5962 0.4620 -0.6053
C16 1.4449 -4.3809 2.6475
C17 -3.3011 4.0764 -4.7368
C18 -1.4310 1.8442 -0.9623
C19 -3.9320 3.3824 -5.7589
C20 2.5745 0.3551 2.6471
C21 1.9167 0.2654 -1.7944
H1 0.1040 -1.1571 4.5479
H2 2.4172 -0.2173 -2.6208
H3 -4.9308 1.5336 -6.2416
H4 -3.9164 2.1944 -1.1761
H5 0.5176 -0.2032 2.3115
H6 1.7163 -0.6272 5.0954
H7 -4.0325 3.8092 -6.7446
H8 -0.1808 -2.7505 0.9535
H9 0.1675 2.0786 1.1086
H10 -4.2845 0.6343 -1.9806
H11 -2.7254 3.9842 -2.6618
H12 0.7319 1.0583 3.5346
H13 -0.3692 -4.3775 0.2500
H14 2.6663 -1.3462 1.3239
H15 2.3452 -4.7638 3.1234
H16 4.2403 -0.8321 1.9483
H17 3.1749 0.7841 3.4590
H18 3.6388 -1.6904 4.1996
H19 3.4928 -2.9659 2.9764
H20 3.6220 0.1435 -0.5022
H21 0.4143 -3.0832 -0.6926
H22 -1.9182 0.3181 -2.2450
H23 -2.8950 5.0626 -4.9095
H24 0.1007 0.5402 -2.8788
H25 0.6862 -5.1634 2.6130

Properties
**Spin multiplicity**: 1
**E_HOMO**: -0.3228 hartree
**Gap between HOMO and LUMO**: 9.3 eV
**Molecular weight**: 399.52 g/mol
**Lowest unoccupied orbital energy**: 0.564 eV

---

Most stable structure: 2

---

1 | Entry from the Open Molecules 2025 dataset: 2 unconnected molecules or ions with the total composition C3H7N2O (ωB97M-V with the def2-TZVPD basis set).

Cartesian coordinates (Å):
O1 -0.6139 0.8915 1.8745
N1 -1.1419 -0.0311 1.1532
N2 0.7747 -1.7560 -1.1846
C1 0.2930 -2.1291 -2.2879
C2 -0.2921 2.0928 1.2107
C3 1.0462 -1.3029 -0.1222
H1 -0.2655 -3.0496 -2.3367
H2 -1.3430 -0.8386 1.7568
H3 -0.6291 2.0784 0.1729
H4 1.8372 -1.3383 0.5873
H5 0.5003 -1.5736 -3.1867
H6 0.7928 2.2288 1.2694
H7 -0.7585 2.9106 1.7657

Properties
**Spin multiplicity**: 3
**E_HOMO (spin up / spin down)**: -0.4457 / -0.5067 hartree
**Gap between HOMO and LUMO (spin up / spin down)**: 7.3 / 6.3 eV
**Net charge**: +1
**Molecular weight**: 87.10 g/mol
**Lowest unoccupied orbital energy (spin up / spin down)**: -4.868 / -7.444 eV
**Expectation value of S²**: 2.033

---

2 | Entry from the Open Molecules 2025 dataset: 2 unconnected molecules or ions with the total composition C3H7N2O (ωB97M-V with the def2-TZVPD basis set).

Cartesian coordinates (Å):
O1 -0.8015 -0.9144 -0.3635
N1 0.0544 -1.8471 0.2040
N2 0.9686 0.1065 0.6089
C1 -0.0996 0.3401 -0.3218
C2 -1.1278 1.4050 -0.3451
C3 1.0751 -1.1944 0.7852
H1 -0.6495 2.4526 -0.1477
H2 -1.6562 1.5584 -1.2213
H3 1.9115 -1.6923 1.4131
H4 -1.8542 1.0374 0.4908
H5 1.3395 0.9678 0.9558
H6 0.9027 0.5009 -1.7621
H7 -0.0630 -2.7205 -0.2962

Properties
**Spin multiplicity**: 3
**E_HOMO (spin up / spin down)**: -0.3949 / -0.5839 hartree
**Gap between HOMO and LUMO (spin up / spin down)**: 6.4 / 8.6 eV
**Net charge**: +1
**Molecular weight**: 87.10 g/mol
**Lowest unoccupied orbital energy (spin up / spin down)**: -4.377 / -7.294 eV
**Expectation value of S²**: 2.013

---

Most stable structure: 1

---

1 | Entry from the Open Molecules 2025 dataset: 2 unconnected molecules or ions with the total composition C2H7O2PS (ωB97M-V with the def2-TZVPD basis set).

Cartesian coordinates (Å):
S1 4.2872 -2.0482 2.0055
P1 -1.3159 -0.0387 0.6175
O1 -0.7611 -0.7697 1.7752
O2 -0.0616 0.4003 -0.2478
C1 -2.7840 -0.0682 -0.1905
C2 -0.0778 1.0072 -1.5437
H1 -0.8926 0.4806 -2.1144
H2 -3.6114 -0.4378 0.3387
H3 0.8758 1.0196 -2.0943
H4 -0.4299 2.0997 -1.4379
H5 4.7212 -0.7517 1.7987
H6 -2.9221 0.7439 -0.8120
H7 2.9722 -1.6371 1.9049

Properties
**Spin multiplicity**: 1
**E_HOMO**: -0.3501 hartree
**Gap between HOMO and LUMO**: 9.5 eV
**Molecular weight**: 126.12 g/mol
**Lowest unoccupied orbital energy**: -0.073 eV

---

2 | Entry from the Open Molecules 2025 dataset: a molecular structure, C2H7O2PS (ωB97M-V with the def2-TZVPD basis set).

Cartesian coordinates (Å):
S1 -0.3426 0.2689 -2.5382
P1 0.1147 -0.1764 -0.7300
O1 -0.9991 -1.1357 -0.0806
O2 0.1388 1.1114 0.2399
C1 0.6856 2.2724 -0.3011
C2 -0.8536 -2.0822 0.9639
H1 0.1382 3.2698 0.1897
H2 1.3462 -1.3156 -0.1241
H3 0.0082 -2.8278 0.7682
H4 -0.5288 -1.4716 1.8397
H5 1.7253 2.3699 -0.0671
H6 0.4192 2.3410 -1.3013
H7 -1.8522 -2.6242 1.1412

Properties
**Spin multiplicity**: 1
**E_HOMO**: -0.3458 hartree
**Gap between HOMO and LUMO**: 9.8 eV
**Molecular weight**: 126.12 g/mol
**Lowest unoccupied orbital energy**: 0.343 eV

---

Most stable structure: 2